1.
DFT (ωB97M-V/def2-TZVPD) results for a 3-piece molecular cluster, CH7O3 overall.

Summary:
LUMO energy, eV: 4.5
E_tot, eV: -7293.4577
HOMO level, hartree: -0.1238
Total charge: -1
Orbital gap, eV: 7.8

Atoms and positions in Å:
C 0.19008 1.38868 0.13912
O -0.37116 0.18981 -0.22337
H 1.24937 1.30786 0.45278
H 0.15287 2.15916 -0.65652
H -0.35807 1.84916 0.98028
H 0.38702 -0.28900 -1.46090
H 1.67392 -0.83631 -2.22536
O 0.76261 -0.56687 -2.38633
H -1.11043 -1.73640 2.23448
H -0.87349 -0.47373 1.49322
O -0.69614 -0.87766 2.37792



2.
DFT (ωB97M-V/def2-TZVPD) results for C7H7NOS as an isolated structure at a distorted geometry.

Summary:
LUMO energy (alpha / beta), eV: 0.8 / -1.8
E_tot, eV: -21735.4621
HOMO level (alpha / beta), hartree: -0.2066 / -0.3329
Spin multiplicity: 3
Total charge: 0
Orbital gap (alpha / beta), eV: 6.4 / 7.2

Atoms and positions in Å:
C 2.44879 -1.98424 1.13703
C -1.59003 2.11916 1.27943
C 1.55862 -1.38362 0.60878
C -0.45678 1.86320 1.02373
C 0.33097 -0.62170 0.27696
C 0.71433 1.24637 0.55714
C -1.41458 -0.77222 -1.45333
N -0.02796 -0.61965 -1.06946
O 0.95169 1.72505 -0.67565
S 0.98291 0.51005 -1.90647
H 3.42974 -2.37034 1.46007
H -2.51111 2.52283 1.52780
H -0.59266 -0.88218 1.01132
H 1.62765 1.14387 1.21376
H -1.70059 -1.77466 -1.52467
H -2.15326 -0.21195 -0.90818
H -1.59773 -0.50996 -2.55825



3.
DFT (ωB97M-V/def2-TZVPD) results for a 2-piece molecular cluster, C5H15NO2 overall at a distorted geometry.

Summary:
LUMO energy (alpha / beta), eV: -3.0 / -7.9
E_tot, eV: -11004.5583
HOMO level (alpha / beta), hartree: -0.5266 / -0.5266
Spin multiplicity: 2
Total charge: +1
Orbital gap (alpha / beta), eV: 11.3 / 6.5

Atoms and positions in Å:
C 0.61735 0.46846 -2.55472
N 0.54885 0.08458 -1.17510
C -0.63842 -0.56813 -0.64006
C -1.29521 0.38548 0.38792
C -2.12819 1.47473 -0.28499
O -0.35748 0.86479 1.30658
C -0.24415 -1.94788 -0.08030
H 1.08316 -0.29283 -3.19789
H 1.35264 1.29409 -2.61032
H -0.34795 0.80392 -2.89950
H 1.41780 -0.38332 -0.90403
H -1.31021 -0.76051 -1.46897
H -1.97686 -0.22378 1.00047
H -2.80138 1.95797 0.39670
H -2.65647 1.09808 -1.16199
H -1.43930 2.23580 -0.64314
H -0.08632 1.78170 1.18110
H 0.73146 -1.96131 0.40449
H -0.95403 -2.16971 0.69686
H -0.30036 -2.69565 -0.86726
H 1.91047 -0.42681 2.32775
H 2.94265 -1.46550 2.99106
O 2.83379 -0.67196 2.44903



4.
DFT (ωB97M-V/def2-TZVPD) results for a 2-piece molecular cluster, C4H12N2S overall at a distorted geometry.

Summary:
LUMO energy, eV: -3.1
E_tot, eV: -18152.2341
HOMO level, hartree: -0.2669
Total charge: 0
Orbital gap, eV: 4.2

Atoms and positions in Å:
C -2.23289 -0.36492 2.92534
C -0.59080 0.92488 1.84701
N -0.89044 -0.35244 2.42123
H -2.66258 -1.36278 3.03908
H -2.92697 0.17139 2.25007
H -2.32536 0.14110 3.90030
H -1.17583 1.77644 2.19166
H 0.47355 1.05914 1.75268
H -1.07950 0.38734 0.96739
C 0.26573 -1.23403 -1.40821
C 1.46940 -0.46833 -0.82711
S 1.14694 1.30483 -0.99464
N -0.03733 -0.96611 -2.80142
H -0.58188 -0.93999 -0.76019
H 0.33000 -2.32214 -1.28451
H 2.40746 -0.67392 -1.35005
H 1.62420 -0.74627 0.22361
H 0.63930 -1.46411 -3.36635
H 0.02918 0.02942 -2.97968



5.
DFT (ωB97M-V/def2-TZVPD) results for a 2-piece molecular cluster, C4H9N3 overall at a distorted geometry.

Summary:
LUMO energy, eV: 1.0
E_tot, eV: -8760.2803
HOMO level, hartree: -0.2883
Total charge: 0
Orbital gap, eV: 8.8

Atoms and positions in Å:
C -0.87755 0.14363 2.67099
C -1.04950 -0.72602 -1.19837
C 0.22591 -1.99814 0.29108
C 0.13980 1.75481 -0.01165
N -1.45441 -0.74857 3.10200
N -0.11453 -0.61790 -0.27140
N 0.38286 0.38480 0.38069
H -0.36947 0.98170 2.38340
H -1.38037 0.24566 -1.67329
H -1.30775 -1.74107 -1.49425
H 1.31078 -2.15074 0.19035
H 0.01261 -2.05720 1.38788
H -0.34818 -2.75656 -0.22153
H -0.42980 2.33179 0.66364
H 1.09414 2.29279 -0.06022
H -0.34321 1.99874 -0.94756



Copy entry 1 word for word.
DFT (ωB97M-V/def2-TZVPD) results for a 3-piece molecular cluster, CH7O3 overall.

Summary:
LUMO energy, eV: 4.5
E_tot, eV: -7293.4577
HOMO level, hartree: -0.1238
Total charge: -1
Orbital gap, eV: 7.8

Atoms and positions in Å:
C 0.19008 1.38868 0.13912
O -0.37116 0.18981 -0.22337
H 1.24937 1.30786 0.45278
H 0.15287 2.15916 -0.65652
H -0.35807 1.84916 0.98028
H 0.38702 -0.28900 -1.46090
H 1.67392 -0.83631 -2.22536
O 0.76261 -0.56687 -2.38633
H -1.11043 -1.73640 2.23448
H -0.87349 -0.47373 1.49322
O -0.69614 -0.87766 2.37792



Question: Which of these has the lowest total charge?
Answer: CH7O3